{"formula": "H80O40", "method": "wB97M-V/def2-TZVPD", "species": ["H", "H", "O", "H", "H", "O", "H", "H", "O", "H", "H", "O", "H", "H", "O", "H", "O", "H", "O", "H", "H", "O", "H", "H", "O", "H", "H", "O", "H", "H", "O", "H", "O", "H", "H", "O", "H", "H", "O", "H", "H", "O", "H", "H", "O", "H", "H", "O", "H", "H", "O", "H", "O", "H", "H", "O", "H", "O", "H", "H", "O", "H", "H", "O", "H", "H", "O", "H", "H", "O", "H", "H", "O", "H", "H", "O", "H", "H", "O", "H", "H", "O", "H", "H", "O", "H", "H", "O", "H", "O", "H", "H", "O", "H", "H", "H", "H", "H", "H", "O", "H", "H", "O", "H", "H", "O", "H", "H", "O", "H", "H", "O", "H", "H", "O", "H", "H", "O", "H", "H"], "xyz": [[1.71805, 2.21460, 1.35103], [1.04483, 3.50055, 1.62272], [1.37017, 2.69141, 2.07467], [4.60009, 0.18809, -3.82551], [3.79753, -0.87695, -4.56173], [3.60423, -0.01914, -4.06060], [-5.52895, 2.92763, 2.44409], [-5.55387, 1.62581, 1.51363], [-5.99640, 2.46644, 1.67299], [-5.47897, 3.87078, 0.60306], [-4.27630, 5.02449, 0.67572], [-4.80041, 4.37895, 0.10975], [1.56628, 1.76111, -5.10651], [2.67367, 1.53100, -4.20232], [1.99822, 2.14578, -4.30444], [2.42386, 6.38346, 0.00101], [1.91622, 5.59722, -0.14002], [2.43010, -0.84190, 5.22346], [2.20087, -1.73420, 5.40989], [-1.79638, -4.78256, 3.81041], [-2.51236, -4.00595, 4.89912], [-1.90945, -4.01388, 4.23511], [3.82310, 4.50618, 0.79842], [4.96793, 3.86696, 1.54856], [4.51993, 3.84029, 0.66972], [1.96963, -4.97798, 3.34124], [0.51120, -4.53566, 3.66533], [0.92772, -5.20142, 3.04899], [4.46497, -3.39647, -1.34606], [2.98999, -3.90113, -1.16946], [3.83185, -4.18151, -1.32077], [-2.23335, 1.83488, 0.93731], [-2.56067, 2.59488, 0.52469], [-0.80494, -6.41694, -1.68990], [-1.06233, -4.89060, -1.64698], [-0.68232, -5.59654, -1.18561], [-2.98559, 4.63284, -4.25587], [-2.70259, 3.61689, -3.07081], [-3.38069, 4.10903, -3.46570], [2.74901, -0.37104, 0.33801], [1.16366, -0.71956, 0.13265], [1.85623, -0.02366, -0.02596], [0.90829, -3.73531, 0.85025], [1.03663, -3.01789, 2.13499], [0.96914, -2.85908, 1.19227], [0.05534, 1.63450, 2.21993], [-0.40643, 0.90918, 0.96964], [-0.60538, 1.07960, 1.88972], [4.02087, 1.15122, 0.63090], [4.16767, 1.69952, -0.80548], [4.59964, 1.26047, -0.12386], [-1.98621, -1.17817, -1.24067], [-1.90657, -1.98344, -1.89229], [0.73493, -2.00076, -4.98903], [0.92381, -2.67450, -6.33549], [1.43068, -2.40605, -5.71835], [-2.01206, 0.80862, 4.44198], [-2.64896, 0.30907, 3.81872], [-5.44824, -1.48097, 0.41574], [-5.17094, -0.12279, 0.02499], [-4.77501, -1.05460, -0.07420], [-1.83479, 2.38227, -1.05640], [-2.62019, 1.61541, -2.12513], [-1.60597, 1.80777, -1.91929], [1.19032, -2.67016, -2.86899], [-0.12392, -1.75758, -3.06623], [0.39383, -2.36517, -3.44622], [-0.92720, -0.07191, -6.52725], [-1.20594, -1.51751, -6.19188], [-0.75862, -0.97884, -6.84020], [3.68553, -3.61215, 0.84742], [2.76081, -3.33912, 2.01211], [3.69865, -3.26418, 1.73721], [1.32679, -4.02715, -3.93603], [2.74376, -3.83565, -3.23792], [1.92096, -4.36602, -3.26146], [2.39894, 2.37397, 5.52286], [2.01129, 0.90911, 5.52764], [2.77555, 1.45617, 5.59703], [-0.01027, 6.10424, 1.05870], [-1.38202, 6.50842, 0.42481], [-0.91196, 6.36687, 1.24690], [-2.90235, 4.84831, 3.80786], [-1.43568, 4.77682, 3.09183], [-1.90817, 5.11404, 4.04748], [-2.35623, -4.84180, 0.73487], [-1.77907, -6.18322, 1.00468], [-2.43156, -5.49911, 1.29744], [-4.11941, 1.11220, 3.83043], [-4.96913, 1.34505, 4.08200], [-2.13736, -3.18253, 2.15039], [-3.48749, -2.57925, 2.29574], [-2.59921, -2.31765, 1.97597], [-2.29554, -2.50120, -1.13711], [1.77391, 5.67966, -1.02807], [-1.99372, 0.11172, 3.02492], [2.87977, -2.34754, 5.30750], [-3.32824, 3.05979, 0.67847], [-5.35118, 0.49417, 4.15812], [-0.13424, -1.09275, 3.34265], [-0.64072, -1.45403, 4.09700], [-0.23283, -1.55691, 2.54297], [-4.81282, -1.71524, -2.86020], [-3.99353, -1.62863, -2.54390], [-5.27640, -0.78823, -2.79027], [4.02149, -1.60508, -2.14693], [3.60330, -0.83210, -2.65670], [3.50652, -1.20570, -1.34359], [1.01145, 2.56688, -0.25751], [1.62203, 2.05837, -0.84931], [0.16544, 2.71873, -0.84800], [4.19723, -1.03749, 1.06088], [3.76865, -1.84150, 1.64977], [5.06464, -1.27576, 0.46648], [3.67350, 4.33124, -2.40702], [2.97943, 4.08777, -3.15866], [4.33049, 3.74918, -2.55418], [-0.77803, -0.12335, -3.68803], [-0.26601, 0.27741, -2.93075], [-1.63544, 0.39814, -3.62798]], "forces_ev_per_a": [[0.629, -0.876, -1.104], [0.408, -0.792, 0.462], [-0.290, 2.124, 2.342], [-2.752, -0.135, -0.545], [-1.085, 1.430, 0.544], [4.035, -0.917, -0.810], [-0.945, -1.750, -1.263], [0.189, 0.264, 0.593], [0.468, 1.398, 0.895], [0.494, 0.439, 0.196], [-1.570, -1.301, -0.782], [1.293, 0.955, 0.569], [0.171, 0.732, 0.954], [2.107, -1.839, 0.564], [-2.547, 1.414, -1.467], [0.646, 0.805, 0.661], [0.091, -0.291, 3.570], [1.076, 0.547, -0.491], [-2.981, 0.012, 0.733], [0.004, -4.756, -2.071], [-2.716, -0.541, 2.831], [2.816, 5.023, -0.816], [0.031, -0.319, -0.436], [-0.315, -0.302, -1.037], [0.129, 0.863, 1.455], [-3.957, -1.394, -1.276], [0.027, -1.019, -0.670], [3.949, 2.489, 2.198], [-1.761, -1.281, -0.192], [-3.630, 1.577, 0.294], [5.410, -0.483, 0.148], [0.071, -1.482, 2.151], [3.059, 0.742, -3.186], [0.032, 0.665, 0.015], [-0.800, 1.459, -1.493], [0.845, -2.011, 1.471], [-0.845, -1.590, 2.249], [1.900, -0.957, 0.676], [-0.926, 2.515, -2.942], [-1.375, 0.105, -0.277], [1.348, 0.775, 0.001], [0.388, -1.332, 0.291], [-0.370, -1.259, -0.679], [-0.416, 0.157, 0.458], [0.091, 1.083, 0.141], [2.191, 1.824, 0.706], [0.628, 0.150, -0.153], [-3.475, -2.197, -1.159], [-0.086, 0.196, -0.015], [-1.363, 1.558, -1.377], [1.823, -1.720, 1.040], [0.680, -0.993, -2.379], [-1.369, 1.756, 4.167], [2.741, -1.516, -2.065], [-5.375, -2.840, -7.273], [3.619, 4.101, 8.817], [-1.582, -1.110, -1.434], [3.711, 0.467, -0.641], [-0.981, -1.571, 0.741], [1.327, -1.680, -0.630], [-0.308, 3.405, 0.012], [0.500, -1.454, -1.643], [3.079, 0.365, 0.413], [-4.111, 1.270, 1.653], [-2.340, 0.897, -1.212], [-3.145, 3.454, 2.568], [4.629, -4.097, -0.589], [0.198, -0.553, -0.179], [-0.264, -0.266, 0.337], [-0.225, 0.885, -0.218], [0.268, -0.333, -0.879], [0.824, -0.107, -0.372], [-1.263, -1.378, 1.913], [0.377, 0.084, -0.528], [-0.518, -0.571, -0.507], [0.760, -0.170, 0.734], [0.655, -1.336, 0.002], [-1.068, -0.418, -0.024], [0.243, 1.899, 0.025], [0.281, -0.030, -0.577], [0.268, -0.064, -0.282], [-0.438, -0.041, 0.717], [3.194, 0.921, 0.987], [-1.845, 1.660, 3.945], [-1.377, -2.554, -4.906], [0.626, 4.903, -4.551], [-0.816, 1.051, 0.222], [0.239, -5.854, 4.435], [3.383, -0.556, -0.735], [-2.720, 1.967, 0.571], [-0.319, 1.315, -0.048], [0.539, 0.604, -0.260], [-0.164, -1.840, 0.071], [0.293, -0.708, -1.271], [-0.736, -0.422, -3.940], [-1.564, 0.530, 2.069], [2.139, -0.827, -0.302], [-3.063, 0.981, 0.943], [-1.057, -1.174, 0.341], [0.736, 0.977, 2.657], [0.238, -0.327, -1.199], [-0.916, -1.034, -1.196], [-6.741, 2.088, -2.283], [5.169, 0.677, 2.057], [1.580, -2.910, -0.095], [-2.743, 2.839, 2.051], [1.081, -1.545, -0.459], [1.612, -1.694, -0.755], [-2.215, 0.102, -3.948], [-0.867, 0.496, 0.614], [2.690, -0.479, 1.582], [1.382, -0.770, -0.842], [2.487, 1.688, -2.372], [-3.446, 0.588, 2.579], [-5.992, 2.300, -1.794], [2.126, 0.661, 2.291], [3.748, -3.042, -0.639], [-0.994, 1.942, 0.957], [-0.712, -0.315, -1.251], [1.707, -1.057, -0.163]], "lowdin_charge": [-0.02, 0.06, -0.06, 0.15, 0.12, -0.10, 0.09, 0.02, -0.08, 0.00, 0.08, -0.09, 0.07, -0.07, -0.05, 0.05, 0.01, -0.01, -0.01, -0.03, 0.01, 0.06, 0.01, 0.06, -0.07, 0.15, 0.03, -0.12, 0.07, -0.05, -0.04, 0.00, 0.01, 0.07, 0.00, -0.02, 0.10, -0.05, -0.07, 0.02, 0.04, -0.10, 0.04, 0.01, -0.02, -0.03, 0.03, -0.04, 0.02, -0.02, -0.03, 0.10, -0.09, 0.08, -0.11, -0.07, 0.11, -0.13, 0.02, 0.08, -0.05, 0.06, 0.11, -0.17, 0.10, -0.08, -0.07, 0.04, 0.03, -0.05, 0.04, 0.04, -0.01, 0.02, 0.04, -0.07, 0.08, -0.01, -0.05, 0.00, 0.04, -0.05, 0.07, 0.11, -0.20, -0.08, 0.07, 0.00, -0.08, -0.03, 0.02, 0.06, -0.08, 0.06, -0.01, 0.07, 0.00, -0.03, 0.02, -0.05, 0.06, -0.03, -0.05, -0.11, 0.10, -0.14, 0.01, 0.06, -0.11, 0.06, 0.10, -0.21, 0.04, 0.15, -0.05, 0.10, -0.05, -0.09, 0.06, 0.07], "de_lowest_ev": 14.517, "e_homo_ev": -10.218, "e_tot_ev": -83191.2984, "charge": 0}